Record 1
Computed, not measured: a gas-phase ion, C14H16P (charge +1) at a distorted geometry, with ωB97M-V with the def2-TZVPD basis set.

```
! wB97M-V def2-TZVPD RIJCOSX def2/J DEFGRID3
* xyz 1 1
C 4.85 -0.16 -0.21
C 4.34 1.16 -0.44
C 4.09 -1.26 0.01
C 3.02 1.36 -0.34
C 1.83 -2.17 0.41
C 0.45 -1.97 0.50
C 2.64 -1.04 0.15
C 2.04 0.31 0.11
C 0.61 0.40 0.01
C -0.20 -0.72 0.21
C -0.03 1.75 -0.09
C -1.50 1.63 0.03
C -3.21 -0.50 1.17
C -2.60 -0.50 -1.63
P -1.84 -0.18 -0.01
H 5.89 -0.28 -0.43
H 4.94 2.06 -0.77
H 4.40 -2.35 0.02
H 2.58 2.41 -0.29
H 2.25 -3.17 0.37
H 0.07 -3.02 0.77
H 0.43 2.54 0.57
H 0.20 2.20 -1.08
H -1.88 1.96 0.99
H -2.05 2.17 -0.67
H -4.12 0.05 0.94
H -2.92 -0.53 2.19
H -3.60 -1.49 1.11
H -1.81 -0.22 -2.46
H -3.60 0.04 -1.84
H -2.80 -1.57 -1.70
*
```

The calculation puts the electronic energy at -24059.308 eV. Its energy above the lowest of the compared OMol25 structures with the same formula, charge and spin is 0.0 kcal/mol. As for the largest force on an atom: 0.0969 Eh/bohr. As for the lowest unoccupied orbital energy: -3.30 eV. For the HOMO energy, the calculation gives -11.78 eV. As for the HOMO-LUMO gap: 8.48 eV.

Record 2
Computed, not measured: 2 unconnected molecules or ions with the total composition C4H12N2O2 at a distorted geometry, with ωB97M-V with the def2-TZVPD basis set.

```
! wB97M-V def2-TZVPD RIJCOSX def2/J DEFGRID3
* xyz 0 1
N -2.56 0.48 -0.76
C -2.30 -0.52 0.29
C -1.47 -1.66 -0.33
C -0.06 -1.10 -0.98
C 0.73 -0.21 -0.16
N 1.51 -0.79 0.85
O 0.83 1.04 -0.40
H -3.47 0.95 -0.57
H -1.93 1.21 -0.96
H -1.66 -0.17 1.14
H -3.18 -0.98 0.66
H -1.25 -2.38 0.49
H -2.12 -2.21 -1.08
H 0.62 -2.00 -1.24
H -0.40 -0.52 -1.97
H 2.16 -0.05 1.27
H 1.98 -1.65 0.60
O 2.80 2.29 1.23
H 3.68 2.40 1.01
H 2.38 1.84 0.51
*
```

The calculation puts the electronic energy at -11417.533 eV. The structure (SMILES) is NCCCC(N)=O.O. Its energy above the lowest of the compared OMol25 structures with the same formula, charge and spin is 38.8 kcal/mol. As for the largest force on an atom: 0.0848 Eh/bohr. As for the lowest unoccupied orbital energy: 0.63 eV. For the HOMO energy, the calculation gives -9.22 eV. As for the HOMO-LUMO gap: 9.85 eV.

Record 3
Computed, not measured: a single C4H4N2O molecule, with ωB97M-V with the def2-TZVPD basis set.

```
! wB97M-V def2-TZVPD RIJCOSX def2/J DEFGRID3
* xyz 0 1
O 2.40 -1.27 0.10
C 1.30 -0.78 -0.02
C 1.08 0.68 -0.13
C -0.17 1.17 -0.07
N -1.24 0.31 0.04
C -1.01 -1.04 0.02
N 0.14 -1.59 -0.05
H 1.95 1.32 -0.19
H -0.40 2.23 -0.13
H -2.14 0.63 0.39
H -1.90 -1.66 0.03
*
```

The calculation puts the electronic energy at -9240.260 eV. The structure (SMILES) is O=c1cc[nH]cn1. Its energy above the lowest of the compared OMol25 structures with the same formula, charge and spin is 5.3 kcal/mol. As for the largest force on an atom: 0.0085 Eh/bohr. As for the lowest unoccupied orbital energy: 0.38 eV. For the HOMO energy, the calculation gives -9.36 eV. As for the HOMO-LUMO gap: 9.74 eV.

Record 4
Computed, not measured: a single C5H8O molecule, with ωB97M-V with the def2-TZVPD basis set.

```
! wB97M-V def2-TZVPD RIJCOSX def2/J DEFGRID3
* xyz 0 1
C 0.00 1.40 -0.60
C -0.15 -0.08 -0.89
C 0.75 -1.20 -0.48
C -0.45 -0.93 0.36
C -0.27 -0.14 1.60
O -1.10 0.65 1.99
H 0.99 1.67 -0.21
H -0.23 2.02 -1.47
H -0.73 1.62 0.20
H -0.79 -0.30 -1.75
H 1.71 -0.96 -0.03
H 0.75 -2.09 -1.10
H -1.38 -1.49 0.29
H 0.72 -0.19 2.10
*
```

The calculation puts the electronic energy at -7360.607 eV. The structure (SMILES) is C[C@H]1C[C@H]1C=O. Its energy above the lowest of the compared OMol25 structures with the same formula, charge and spin is 38.0 kcal/mol. As for the largest force on an atom: 0.0180 Eh/bohr. As for the lowest unoccupied orbital energy: 0.94 eV. For the HOMO energy, the calculation gives -9.88 eV. As for the HOMO-LUMO gap: 10.82 eV.

Record 5
Computed, not measured: a gas-phase ion, C4H14N5 (charge +1) at a distorted geometry, with ωB97M-V with the def2-TZVPD basis set.

```
! wB97M-V def2-TZVPD RIJCOSX def2/J DEFGRID3
* xyz 1 1
C 1.99 1.27 0.82
C -0.77 0.67 1.03
C 0.85 -2.07 0.06
C -0.60 -1.65 0.28
N 0.72 1.48 1.09
N -1.67 1.82 0.67
N -0.25 0.31 -2.23
N -0.88 -0.24 0.05
N -1.26 0.22 -1.27
H 2.77 1.68 1.44
H 2.25 0.62 0.00
H 1.51 -1.55 0.75
H 0.94 -3.14 0.25
H 1.18 -1.89 -0.96
H -1.26 -2.23 -0.38
H -0.88 -1.86 1.31
H 0.59 2.08 1.90
H -1.30 2.74 0.91
H -2.57 1.69 1.13
H 0.44 1.01 -1.96
H 0.21 -0.57 -2.45
H -1.98 -0.39 -1.64
H -1.79 1.69 -0.38
*
```

The calculation puts the electronic energy at -11814.687 eV. Its energy above the lowest of the compared OMol25 structures with the same formula, charge and spin is 43.7 kcal/mol. As for the largest force on an atom: 0.0404 Eh/bohr. As for the lowest unoccupied orbital energy (alpha / beta): -3.78 / -3.78 eV. For the HOMO energy (alpha / beta), the calculation gives -11.83 / -11.83 eV. As for the HOMO-LUMO gap (alpha / beta): 8.05 / 8.06 eV.

Record 6
Computed, not measured: 2 unconnected molecules or ions with the total composition C3N3O at a distorted geometry, with ωB97M-V with the def2-TZVPD basis set.

```
! wB97M-V def2-TZVPD RIJCOSX def2/J DEFGRID3
* xyz 1 1
C -0.39 1.53 0.51
C 2.10 -0.36 -0.02
C -1.62 -0.50 -0.05
N 3.04 -0.94 0.14
N -1.02 0.52 -0.37
N 0.33 0.98 -0.34
O -2.43 -1.24 0.13
*
```

The calculation puts the electronic energy at -9608.517 eV. Its energy above the lowest of the compared OMol25 structures with the same formula, charge and spin is 209.1 kcal/mol. As for the largest force on an atom: 0.1540 Eh/bohr. As for the lowest unoccupied orbital energy (alpha / beta): -11.06 / -9.74 eV. For the HOMO energy (alpha / beta), the calculation gives -17.65 / -18.14 eV. As for the HOMO-LUMO gap (alpha / beta): 6.59 / 8.40 eV.

Record 7
Computed, not measured: 2 unconnected molecules or ions with the total composition CH2Cl4OP2 at a distorted geometry, with ωB97M-V with the def2-TZVPD basis set.

```
! wB97M-V def2-TZVPD RIJCOSX def2/J DEFGRID3
* xyz 0 1
C 0.15 -0.56 -1.20
O -1.57 -0.61 1.92
P 0.47 1.14 -0.88
P -0.14 -0.51 1.55
Cl -1.43 1.79 -0.80
Cl 0.97 1.64 -2.81
Cl 0.68 1.23 2.36
Cl 0.87 -2.06 2.34
H 0.88 -1.20 -0.91
H -0.89 -0.84 -1.55
*
```

The calculation puts the electronic energy at -71784.779 eV. Its energy above the lowest of the compared OMol25 structures with the same formula, charge and spin is 37.8 kcal/mol. As for the largest force on an atom: 0.0845 Eh/bohr. As for the lowest unoccupied orbital energy (alpha / beta): -2.20 / -2.70 eV. For the HOMO energy (alpha / beta), the calculation gives -9.63 / -9.63 eV. As for the HOMO-LUMO gap (alpha / beta): 7.43 / 6.92 eV.

Record 8
Computed, not measured: 2 unconnected molecules or ions with the total composition C5H13OP at a distorted geometry, with ωB97M-V with the def2-TZVPD basis set.

```
! wB97M-V def2-TZVPD RIJCOSX def2/J DEFGRID3
* xyz 0 1
C 0.36 -1.97 -0.29
C 1.96 -0.12 0.15
C -0.24 1.87 0.55
C 0.51 -0.55 0.34
C -0.34 0.52 -0.20
O -0.30 0.55 -1.51
P -2.62 -0.42 0.48
H 1.02 -2.09 -1.20
H -0.58 -2.08 -0.58
H 0.74 -2.78 0.43
H 2.57 -1.00 0.30
H 2.38 0.60 0.83
H 1.96 0.31 -0.84
H 0.84 1.97 0.80
H -0.68 1.69 1.46
H -0.77 2.64 0.01
H 0.35 -0.61 1.48
H -0.47 1.54 -1.85
H -3.64 0.60 0.42
H -3.04 -0.68 -0.79
*
```

The calculation puts the electronic energy at -16728.857 eV. Its energy above the lowest of the compared OMol25 structures with the same formula, charge and spin is 78.7 kcal/mol. As for the largest force on an atom: 0.1085 Eh/bohr. As for the lowest unoccupied orbital energy: 0.56 eV. For the HOMO energy, the calculation gives -7.42 eV. As for the HOMO-LUMO gap: 7.98 eV.